1.
ORCA calculation (the ωB97M-V functional and the def2-TZVPD basis) on an isolated molecule of C3H5NOS.

Geometry as XYZ:
```
11
Properties=species:S:1:pos:R:3:forces:R:3
C -1.143 1.105 -0.649 -3.5144 -2.9929 3.0953
C -0.150 0.455 0.454 -2.7099 6.4854 4.4896
C 1.526 -1.232 0.492 -1.3911 1.9459 0.3002
H -1.022 1.190 -1.709 1.1350 -0.5992 -0.4372
H -2.025 0.267 -0.423 2.0076 1.2812 -1.2853
H -1.886 1.856 -0.432 0.8480 1.2288 1.0227
H 0.081 -1.093 -1.018 0.7478 2.5919 3.1165
H 1.935 -1.870 -0.215 0.6398 -1.4845 -1.2004
N 0.405 -0.555 -0.066 2.9543 -7.6090 -4.5233
O 0.056 0.780 1.693 -1.5630 -0.4293 -5.4296
S 2.222 -0.902 1.874 0.8460 -0.4184 0.8515
```
Forces are in eV/Å.

Output
Relative energy (zero: lowest compared OMol25 entry of this formula, charge and spin) ... 288.25 kJ/mol
Total charge ... 0
F_max ... 9.33 eV Å⁻¹
Structure (SMILES) ... CC(=O)NC=S
Frontier orbital gap ... 8.154 eV
Energy ... -645.40189 Ha



2.
ORCA calculation (the ωB97M-V functional and the def2-TZVPD basis) on a cluster of 2 separate species, C7H13N in total.

Geometry as XYZ:
```
21
Properties=species:S:1:pos:R:3:forces:R:3
C 1.140 1.145 0.565 -0.6075 -1.9150 0.3240
C 1.093 -0.366 0.293 0.1938 -1.9469 0.0746
C -0.349 -0.937 0.264 -1.2992 1.8898 -4.4176
C -0.699 -1.745 1.242 0.6839 -0.5582 2.1359
N -0.013 -2.607 2.217 -1.4635 3.1404 -0.2111
C -1.216 -0.354 -0.959 1.9517 -1.8718 4.6263
C -0.815 0.483 -1.958 2.8207 1.5433 -2.1457
C 0.403 1.094 -2.230 0.2613 -0.8039 -1.1869
H 0.829 1.223 1.609 -0.0423 0.6370 -0.1518
H 2.168 1.495 0.444 -0.3247 0.3221 -0.2237
H 0.378 1.492 -0.152 0.8353 0.9097 0.9083
H 1.568 -0.691 -0.634 -0.2293 0.4224 -0.3873
H 1.564 -1.074 0.976 0.5871 0.7895 0.6902
H -1.738 1.993 0.567 -0.0762 -0.0032 0.0847
H -0.303 -3.575 2.211 0.1578 -0.0966 -0.1733
H -0.216 -2.148 3.168 -0.0200 -1.4948 -1.8301
H -1.939 1.762 1.244 -0.0393 0.0656 -0.0133
H -2.238 -0.516 -0.982 -1.7434 -1.1705 0.3941
H -1.499 0.747 -2.783 -0.3733 -0.1667 1.0503
H 0.431 1.746 -3.082 -0.3848 0.3453 -0.4170
H 1.451 0.832 -2.022 -0.8880 -0.0376 0.8694
```
Forces are in eV/Å.

Output
Relative energy (zero: lowest compared OMol25 entry of this formula, charge and spin) ... 797.32 kJ/mol
Total charge ... 0
F_max ... 5.36 eV Å⁻¹
Frontier orbital gap ... 4.490 eV
Energy ... -328.96778 Ha



3.
ORCA calculation (the ωB97M-V functional and the def2-TZVPD basis) on an isolated molecule of C4H6N2O.

Geometry as XYZ:
```
13
Properties=species:S:1:pos:R:3:forces:R:3
O 1.862 -0.023 1.866 -0.4378 0.1525 -0.1645
C 0.909 -0.104 1.137 0.0997 0.1568 0.4117
N -0.429 0.310 1.384 0.3485 0.3841 0.2784
C -0.960 0.671 0.076 -0.0207 0.1006 -0.0195
C -0.495 -0.601 -0.580 -0.2185 0.0676 0.0652
C 0.687 -0.498 -1.492 0.0152 -0.0050 -0.0852
N 0.845 -0.830 -0.082 0.0975 -0.0993 0.4850
H -0.702 0.822 2.208 0.6030 0.1890 0.0734
H -0.477 1.584 -0.298 -0.1548 -0.1248 -0.1640
H -2.045 0.782 -0.003 0.1611 -0.0293 0.4169
H -1.145 -1.359 -0.117 -0.0516 -0.5975 -1.8399
H 0.973 -1.281 -2.195 -0.0885 -0.0053 0.3768
H 0.993 0.496 -1.834 -0.3531 -0.1893 0.1657
```
Forces are in eV/Å.

Output
Relative energy (zero: lowest compared OMol25 entry of this formula, charge and spin) ... 245.23 kJ/mol
Total charge ... 0
F_max ... 1.94 eV Å⁻¹
Structure (SMILES) ... O=C1NC[C@H]2CN12
Frontier orbital gap ... 10.398 eV
Energy ... -340.70151 Ha



4.
ORCA calculation (the ωB97M-V functional and the def2-TZVPD basis) on an isolated molecule of CH7N2PS2.

Geometry as XYZ:
```
13
Properties=species:S:1:pos:R:3:forces:R:3
C 0.698 -2.107 0.319 0.2265 0.6696 2.1551
N 1.023 0.841 -0.485 -0.3378 0.3842 2.4546
N -1.308 1.873 0.297 3.0549 -1.0565 0.3515
P -0.613 0.449 -0.270 -0.0773 -0.7105 -1.3909
S -1.542 -0.238 -1.872 0.7323 0.5187 1.0138
S -0.352 -1.021 1.269 -1.5713 0.8554 0.3772
H 1.340 -1.374 0.008 2.3367 1.2351 -1.3328
H 0.290 -2.565 -0.506 -1.3128 -1.3793 -1.4783
H 1.244 -2.702 1.029 -0.0799 -0.6579 0.0960
H 1.287 1.626 0.125 -0.1656 -0.7022 0.4354
H 1.286 1.222 -1.330 0.1733 0.3560 -2.9064
H -2.245 1.944 0.162 -3.3362 0.0965 -0.7639
H -1.108 2.052 1.253 0.3570 0.3909 0.9887
```
Forces are in eV/Å.

Output
Relative energy (zero: lowest compared OMol25 entry of this formula, charge and spin) ... 3.90 kJ/mol
Total charge ... 0
F_max ... 3.42 eV Å⁻¹
Structure (SMILES) ... CSP(N)(N)=S
Frontier orbital gap ... 9.167 eV
Energy ... -1289.58581 Ha



5.
ORCA calculation (the ωB97M-V functional and the def2-TZVPD basis) on the ion C6H12NO with charge -1.

Geometry as XYZ:
```
20
Properties=species:S:1:pos:R:3:forces:R:3
C 1.287 0.226 -2.567 0.0634 -0.6024 1.2264
O 1.048 0.842 -3.697 -0.2779 0.3862 -0.8255
C 0.254 0.596 -1.397 -0.4696 -0.0482 -0.1628
C -0.063 -0.489 -0.357 -0.3752 0.0715 -0.0309
C -0.183 0.007 1.070 0.7568 -0.7404 -0.2221
C -0.311 -0.825 2.101 -0.2824 0.8357 0.1826
C -0.450 -0.355 3.529 -0.0530 -0.4998 -0.1829
N -0.994 1.091 -1.984 -0.6115 0.1633 0.4494
H 1.260 -0.927 -2.610 0.0889 0.4246 -0.0484
H 2.290 0.497 -2.117 -0.0381 -0.4021 0.0508
H 0.680 1.403 -0.793 0.1975 0.3464 -0.2957
H 0.664 -1.301 -0.438 0.1474 0.0028 0.1333
H -1.049 -0.946 -0.532 0.1966 -0.0334 -0.5216
H -0.068 1.078 1.211 -0.2117 0.0448 0.1667
H -0.413 -1.887 1.900 0.1500 -0.0885 0.0652
H 0.463 -0.499 4.114 0.0428 0.0602 -0.0544
H -1.226 -0.935 4.035 -0.0672 0.1298 0.0696
H -0.729 0.696 3.550 0.0544 0.0888 0.0975
H -1.658 0.331 -2.083 0.1115 -0.1124 0.0222
H -0.800 1.397 -2.936 0.5771 -0.0269 -0.1194
```
Forces are in eV/Å.

Output
Relative energy (zero: lowest compared OMol25 entry of this formula, charge and spin) ... 24.32 kJ/mol
Total charge ... -1
F_max ... 1.37 eV Å⁻¹
Structure (SMILES) ... C/C=C/C[C@H](N)C[O-]
Frontier orbital gap ... 5.947 eV
Energy ... -365.76946 Ha



6.
ORCA calculation (the ωB97M-V functional and the def2-TZVPD basis) on a cluster of 11 separate species, H21O11 in total.

Geometry as XYZ:
```
32
Properties=species:S:1:pos:R:3:forces:R:3
O 0.643 -2.218 -1.965 0.3902 0.3837 0.0134
H 0.167 -2.498 -1.176 0.0239 -0.1342 0.0623
H 0.399 -1.265 -2.079 -0.2639 -0.9933 -0.0139
O 3.108 2.755 -1.051 -0.9171 -0.2280 0.0308
H 2.342 3.238 -1.395 0.3479 0.4262 -0.1094
H 2.667 1.906 -0.895 0.4595 -0.1917 0.1272
O -0.404 3.771 -1.617 1.0356 -0.6177 0.1756
H 0.305 -3.765 1.824 -0.5011 -0.1007 -0.0840
H -3.210 0.988 0.042 -0.1350 0.2603 0.4886
O -0.459 1.500 -0.314 2.6297 -1.7746 0.1278
H -1.190 2.057 -0.262 -1.8507 1.3072 0.5303
H -0.662 0.339 2.299 -0.0392 0.2231 -0.0014
O 2.406 2.079 2.135 -0.0492 -0.1126 0.1520
H 1.491 -1.284 1.089 -0.5023 -1.1241 -0.5563
H -0.610 0.493 -1.398 -0.1389 0.4892 -0.7255
O -3.803 0.424 -0.460 0.4631 0.1170 -0.1993
H -3.137 0.035 -1.039 -0.2827 -0.3706 -0.3490
H -0.102 0.563 -2.876 -0.1650 0.0807 -0.0823
O -0.689 0.030 -2.329 0.0268 0.1990 0.4070
H 0.179 3.065 -1.204 -0.9862 0.8112 -0.1633
O -0.545 -4.209 2.011 0.7859 -0.1814 0.4303
H -1.135 3.187 -1.840 -0.1973 0.2045 -0.3242
H -1.156 -3.478 2.106 -0.1463 -0.0621 -0.2448
O -1.535 -2.136 0.432 -0.5758 -0.7890 -0.5548
H -1.281 -1.693 1.244 0.2615 0.4640 -0.1029
H -1.359 -1.465 -0.229 -0.1234 0.1986 -0.1169
O 1.736 -2.192 1.383 0.2728 1.5415 0.1110
H 1.535 1.661 2.078 0.1904 0.2330 -0.2227
H 2.128 -1.849 2.193 0.3301 -0.7920 0.5835
O -0.326 -0.234 1.608 1.4424 1.0710 -0.2016
H 2.490 2.662 1.370 -0.1376 -0.1549 -0.0386
H -0.015 0.413 0.855 -1.6481 -0.3832 0.8512
```
Forces are in eV/Å.

Output
Relative energy (zero: lowest compared OMol25 entry of this formula, charge and spin) ... 152.06 kJ/mol
Total charge ... -1
F_max ... 3.18 eV Å⁻¹
Frontier orbital gap ... 9.623 eV
Energy ... -840.28642 Ha